Density functional theory data (ωB97M-V with the def2-TZVPD basis set) for C17H16F3MgN5O2S as an isolated structure.

Last column: Löwdin charge in e.
Geometry (Å):
Mg  0.6394  -0.0048  0.4333  0.489
C  2.2099  -3.8920  0.4082  0.000
C  1.5431  -2.5749  0.2334  -0.359
N  0.6453  -2.0994  1.0041  -0.053
O  0.2934  -2.9132  2.0912  -0.030
C  1.9663  -1.6145  -0.8788  -0.876
C  2.6941  -2.3206  -2.0098  -0.095
N  0.6821  -1.0299  -1.3081  -0.099
O  1.0254  -0.1292  -2.4124  -0.060
H  1.8583  -4.4145  1.2913  0.075
H  3.2847  -3.7227  0.4863  0.096
H  2.0428  -4.5069  -0.4769  0.093
H  -0.5049  -2.4916  2.4276  0.082
H  2.0299  -3.0370  -2.4987  0.089
H  3.5895  -2.8274  -1.6501  0.072
H  3.0085  -1.5866  -2.7474  0.063
F  2.4140  2.2766  -5.3690  0.127
C  1.9090  1.3577  -4.5189  -0.568
F  2.8296  0.3926  -4.4067  0.158
F  0.8340  0.8239  -5.1268  0.152
C  1.5528  1.9842  -3.2035  -0.022
C  1.6752  3.3279  -2.9744  0.015
C  1.3207  3.8464  -1.7224  -0.055
C  0.8538  2.9710  -0.7759  -0.121
N  0.7221  1.6499  -0.9704  0.060
C  1.0813  1.1544  -2.1542  -0.318
S  3.0629  -0.3980  0.0304  0.501
H  2.0519  3.9758  -3.7535  0.125
H  1.4126  4.8989  -1.5022  0.102
H  0.5598  3.3341  0.2029  0.110
N  -2.5286  1.2166  3.0914  0.136
C  -1.2611  1.3244  2.6340  -0.126
N  -1.0108  0.5023  1.6506  0.062
C  -2.1963  -0.1979  1.4297  -0.222
C  -2.4926  -1.1759  0.4786  0.002
C  -3.7724  -1.6911  0.5009  -0.065
C  -4.7347  -1.2517  1.4251  -0.078
C  -4.4537  -0.2748  2.3586  -0.014
C  -3.1622  0.2408  2.3367  -0.187
H  -2.9224  1.7509  3.8458  0.164
H  -0.5517  2.0122  3.0661  0.143
H  -1.7558  -1.5041  -0.2470  0.105
H  -4.0460  -2.4513  -0.2180  0.109
H  -5.7237  -1.6890  1.3983  0.106
H  -5.1967  0.0700  3.0646  0.111

Cartesian forces, eV/Å:
Mg 0.4 0.3 0.0
C 0.1 0.0 0.0
C 0.0 0.1 0.0
N -0.1 -0.2 0.0
O 0.0 0.0 0.0
C -0.4 -0.3 0.0
C 0.2 0.1 0.0
N -0.1 -0.1 -0.2
O 0.0 0.0 0.0
H 0.0 0.0 0.0
H 0.0 0.0 0.0
H 0.0 0.0 0.0
H 0.0 0.0 0.0
H 0.0 0.0 0.0
H 0.0 0.0 0.0
H 0.0 0.0 0.0
F 0.0 0.1 0.0
C 0.0 0.1 -0.1
F 0.0 0.0 0.0
F 0.0 0.0 0.0
C -0.1 0.0 0.1
C 0.0 0.0 0.1
C 0.0 0.0 -0.1
C -0.1 0.1 0.0
N -0.1 0.2 0.0
C 0.2 -0.2 -0.1
S 0.0 0.1 0.1
H 0.0 0.0 0.0
H 0.0 0.0 0.0
H 0.0 0.0 0.0
N 0.0 0.0 0.0
C -0.1 0.0 0.1
N 0.1 0.1 0.0
C -0.1 0.0 0.0
C -0.1 0.0 0.0
C 0.0 0.0 0.0
C 0.0 0.0 0.0
C 0.0 0.0 0.0
C 0.0 0.0 0.0
H 0.0 0.0 0.0
H 0.0 0.0 0.0
H 0.0 0.0 0.0
H 0.0 0.0 0.0
H 0.0 0.0 0.0
H 0.0 0.0 0.0

Properties
DFT total energy, eV: -53867.2953
Strongest force on any atom, eV/Å: 0.5
Kohn-Sham gap, eV: 6.6735

Density functional theory data (ωB97M-V with the def2-TZVPD basis set) for C17H16I2N2O6Re as an isolated structure at a distorted geometry.

Last column: Mulliken spin population.
Geometry (Å):
Re  -0.0308  0.4375  0.5094  2.412
I  5.5520  -1.4684  -4.0385  0.032
C  4.2100  -1.3177  -2.4264  0.112
C  4.6851  -1.1200  -1.1321  -0.051
C  3.7855  -0.9872  -0.0951  0.086
I  4.3651  -0.6291  1.8912  0.021
C  2.3837  -1.0306  -0.3285  0.060
O  1.5619  -0.8076  0.6309  0.144
C  1.9293  -1.3235  -1.6495  0.051
C  0.4548  -1.5993  -1.7931  -0.004
N  -0.4025  -0.4078  -1.5245  -0.002
C  -1.8350  -0.7956  -1.5687  -0.048
C  -2.2586  -1.3516  -0.2286  0.048
C  -3.3589  -2.1789  -0.0775  0.002
C  -3.6983  -2.6356  1.1887  0.015
C  -2.8972  -2.2723  2.2627  -0.007
C  -1.8140  -1.4428  2.0409  -0.007
N  -1.5115  -0.9669  0.8260  -0.059
C  2.8340  -1.4365  -2.6764  -0.012
H  5.7465  -1.0780  -0.9424  -0.001
H  0.1896  -2.3507  -1.0390  0.004
H  0.2400  -1.9978  -2.7886  0.001
H  -0.2372  0.2425  -2.2969  0.013
H  -2.0153  -1.5360  -2.3545  0.003
H  -2.4451  0.0867  -1.7902  0.008
H  -3.9450  -2.4465  -0.9431  0.000
H  -4.5593  -3.2688  1.3264  0.000
H  -3.1141  -2.6218  3.2588  0.001
H  -1.1490  -1.1553  2.8449  0.012
H  2.4975  -1.6276  -3.6848  -0.001
O  1.4492  4.3696  -0.3129  0.005
C  0.7922  3.2863  -0.0543  0.024
O  1.2754  2.1604  -0.0740  0.034
C  -0.6830  3.5348  0.2289  -0.010
O  -1.3522  2.3794  0.7311  0.014
C  -1.7187  2.4493  2.1105  0.016
C  -0.5546  1.8871  3.0240  -0.009
O  -0.4508  2.2697  4.1511  0.040
O  0.1620  1.0328  2.3972  0.053
H  2.4052  4.2636  -0.4800  0.001
H  -1.1653  3.8192  -0.7171  0.001
H  -0.7646  4.3803  0.9176  -0.001
H  -2.5829  1.7927  2.2493  -0.002
H  -1.9749  3.4624  2.4268  0.001

Cartesian forces, eV/Å:
Re 2.1 0.2 0.4
I -0.4 0.0 0.5
C 0.2 0.0 -0.4
C -0.1 -0.1 -0.2
C -0.7 0.3 0.8
I 0.1 -0.1 -0.5
C 2.2 -0.6 -2.4
O -3.5 1.8 1.4
C -0.2 0.3 0.9
C 0.7 -0.4 0.1
N -0.1 0.5 0.1
C -0.5 0.0 0.2
C -0.2 -0.1 -0.4
C 0.3 0.2 0.0
C 0.3 0.2 -0.1
C 0.0 0.1 -0.2
C -0.1 -0.3 0.7
N -0.2 -0.1 -0.1
C 0.2 0.0 -0.1
H 0.1 0.0 0.0
H -0.1 0.0 -0.2
H -0.1 0.1 0.1
H 0.0 0.0 0.2
H 0.0 0.1 0.1
H 0.1 0.0 0.0
H 0.0 -0.1 -0.1
H -0.1 -0.1 0.0
H 0.1 0.0 0.1
H 0.0 0.0 0.0
H -0.1 -0.1 -0.1
O -0.1 0.2 0.1
C -0.4 0.4 0.0
O -0.1 -1.3 0.2
C 0.2 0.5 -0.3
O 0.7 -0.9 -0.9
C 0.3 -0.4 1.7
C -2.5 2.6 0.5
O 0.2 -0.4 -0.2
O 1.6 -2.2 -1.7
H -0.1 -0.3 0.0
H 0.1 0.0 0.2
H -0.1 -0.1 0.0
H 0.0 0.2 -0.1
H 0.0 -0.1 -0.2

Properties
DFT total energy, eV: -51470.0679
Expectation value of S²: 3.7796
Energy relative to the best compared isomer or geometry (same formula, charge and spin), eV: 1.121
Multiplicity: 4
Strongest force on any atom, eV/Å: 4.1
Total charge: +2
Kohn-Sham gap (spin up / spin down), eV: 6.9816 / 4.7082

Density functional theory data (ωB97M-V with the def2-TZVPD basis set) for C17H16I2N3OS6Y as an isolated structure at a distorted geometry.

Last column: Löwdin charge in e.
Geometry (Å):
Y  -0.7550  -0.2677  -0.0133  0.988
I  -5.2940  1.7384  -2.3857  0.951
C  -3.9928  2.6128  -1.0564  -0.667
C  -4.1440  4.0272  -0.8599  -0.232
C  -3.2654  4.7542  -0.0629  -0.587
I  -3.5805  6.9191  -0.0041  0.793
C  -2.1362  4.1110  0.5301  -0.193
C  -1.2039  4.7174  1.3775  -0.016
C  -0.1972  3.9760  2.0183  -0.021
C  -0.1763  2.6008  1.7991  -0.136
N  -1.0160  1.9532  0.9967  -0.014
C  -2.0486  2.6593  0.3995  -0.130
C  -2.9071  1.9221  -0.4481  -0.421
O  -2.6751  0.6368  -0.5869  -0.261
H  -5.0908  4.4261  -1.2841  0.078
H  -1.2164  5.7735  1.4930  0.066
H  0.5350  4.4853  2.5950  0.098
H  0.5884  1.8916  2.1261  0.106
S  -5.0316  -5.8862  1.1874  0.474
C  -3.8293  -4.7420  0.9217  -1.499
S  -3.2232  -4.3253  -0.6011  0.890
C  -1.9524  -3.2451  0.0008  -1.113
C  -2.0474  -2.8230  1.2990  -1.099
S  -1.3093  -1.5082  2.3468  0.394
S  -3.0735  -3.8854  2.2631  0.850
S  -0.8747  -2.5986  -1.2654  0.415
C  3.3422  -2.8796  1.6718  -0.099
C  1.9195  -2.7701  1.0959  -0.207
N  1.6542  -1.3401  0.5728  -0.108
C  2.0906  -0.8193  -0.6418  -0.811
S  1.5473  0.7914  -1.0468  0.649
N  2.7494  -1.5795  -1.4950  0.034
C  3.2113  -1.0731  -2.8412  -0.204
C  4.4834  -0.1270  -2.7600  -0.073
H  3.7043  -3.9340  1.8523  0.094
H  3.4137  -2.3427  2.6220  0.069
H  4.0996  -2.3597  0.9690  0.089
H  1.2460  -2.8851  1.9550  0.084
H  1.7577  -3.4214  0.1994  0.108
H  1.7255  -0.6235  1.3118  0.113
H  3.1051  -2.4895  -1.2091  0.142
H  2.3322  -0.4853  -3.2443  0.095
H  3.3138  -1.9511  -3.5262  0.125
H  4.3083  0.6293  -1.9831  0.047
H  4.5213  0.4180  -3.7164  0.080
H  5.3916  -0.6808  -2.5724  0.062

Cartesian forces, eV/Å:
Y -1.7 -0.5 0.5
I 0.0 -0.4 0.0
C 1.6 0.8 0.9
C -0.3 -0.6 0.6
C -0.4 0.4 -1.1
I 0.3 -1.4 0.1
C -1.0 -1.3 0.3
C 1.3 -1.1 0.4
C -1.6 0.4 -1.1
C 0.2 -1.3 -0.9
N -0.9 1.4 -0.2
C 1.2 1.6 0.5
C -1.6 -0.5 -0.8
O 0.4 0.3 -0.2
H 1.1 0.2 0.3
H -0.1 0.8 0.1
H 0.5 0.1 0.5
H 0.2 0.8 0.6
S 0.8 0.8 -0.3
C -1.0 -1.0 1.5
S 0.9 0.3 0.2
C 0.2 1.6 -0.1
C 0.3 -0.6 0.4
S 0.1 -0.8 -1.5
S -0.7 0.1 -0.8
S 0.0 -0.2 0.0
C 1.5 0.3 -1.1
C 0.7 1.2 -0.8
N 0.8 -0.1 0.5
C -0.4 -0.2 0.3
S 0.6 -0.8 0.4
N 0.8 0.3 -0.9
C -0.7 0.6 -0.1
C -1.9 -0.4 -0.3
H -0.6 1.1 -0.3
H -0.1 -0.1 -0.1
H -1.0 -0.9 1.0
H -0.5 -0.3 -0.9
H -0.3 0.3 1.2
H -0.1 -0.6 -0.5
H -0.3 0.4 0.1
H 1.1 -0.6 0.5
H 0.2 0.7 0.8
H 0.1 -0.3 -0.1
H 0.3 -0.3 0.3
H 0.2 -0.1 0.0

Properties
DFT total energy, eV: -106665.9631
Energy relative to the best compared isomer or geometry (same formula, charge and spin), eV: 0.139
Strongest force on any atom, eV/Å: 2.1
Kohn-Sham gap, eV: 6.0529

- Among the records above, which one has the highest strongest force on any atom?
  C17H16I2N2O6Re

- Look up the strongest force on any atom of the second one.
  4.1 eV/Å

- Among the records above, which one has the highest DFT total energy?
  C17H16I2N2O6Re